A 2-piece molecular cluster, C29H48N3O4P overall, computed with ωB97M-V/def2-TZVPD.

Cartesian coordinates (Å):
C (2.71469, -1.54411, -0.59385)
C (3.47259, -0.34223, -1.35191)
C (2.45341, 0.61813, -2.19526)
C (1.16714, 1.05847, -1.33767)
C (1.31697, 1.91864, -0.02815)
C (2.69187, 2.44574, 0.57336)
C (3.71490, 3.08318, -0.50587)
C (3.41495, 1.38018, 1.58387)
C (4.90538, 1.84385, 1.95129)
C (-0.01553, 2.24156, 0.75945)
P (-0.07656, 3.20982, 2.40332)
C (0.46307, 2.10994, 3.87016)
O (-1.71434, 3.63479, 2.75220)
C (-1.41476, 1.77167, 0.23567)
C (-1.57170, 0.94832, -1.11011)
N (-2.92419, 0.62604, -1.48764)
C (-2.85429, -0.10279, -2.70997)
C (-4.28253, -0.53171, -3.35466)
C (-4.32664, -2.06060, -3.84173)
C (-4.92617, -3.04553, -2.71111)
C (-4.16349, -4.46438, -2.87753)
C (-2.95341, -4.45991, -1.77415)
C (-1.59515, -4.74386, -2.60542)
C (-0.37186, -4.50113, -1.55942)
C (1.05962, -4.66474, -2.25580)
O (1.24700, -3.58159, -3.21360)
C (2.39618, -3.86877, -4.00834)
C (3.91713, -3.66744, -3.54689)
O (2.20425, -4.29468, -5.17810)
C (-1.58607, -0.53678, -3.49921)
N (-0.28342, -0.18660, -3.06105)
C (-0.26310, 0.59260, -1.85343)
H (3.54644, -2.22910, -0.16203)
H (2.08264, -1.20133, 0.29404)
H (2.14197, -2.20384, -1.34167)
H (4.20435, 0.24359, -0.70340)
H (4.11953, -0.85184, -2.16961)
H (2.20500, 0.02427, -3.13642)
H (3.06446, 1.53121, -2.56314)
H (2.42397, 3.33693, 1.26746)
H (4.42592, 2.32763, -0.98048)
H (3.06545, 3.60311, -1.29650)
H (4.34934, 3.86455, 0.04313)
H (2.80084, 1.45753, 2.56452)
H (3.31268, 0.29914, 1.23779)
H (5.33677, 1.26878, 2.85228)
H (4.82290, 2.94270, 2.31244)
H (5.61719, 1.79337, 1.05031)
H (-0.25892, 2.36629, 4.75279)
H (1.51610, 2.47443, 4.18187)
H (0.45654, 0.99012, 3.61551)
H (-2.26140, 2.82956, 2.92267)
H (-2.36866, 2.04526, 0.82338)
H (-5.08970, -0.38525, -2.53892)
H (-4.55934, 0.20665, -4.19950)
H (-3.34349, -2.46963, -4.24988)
H (-5.07969, -2.09630, -4.72294)
H (-4.82503, -2.60098, -1.66234)
H (-6.03621, -3.22244, -2.92627)
H (-4.85734, -5.34817, -2.67166)
H (-3.75924, -4.57820, -3.94935)
H (-2.85748, -3.40822, -1.31784)
H (-3.15133, -5.27595, -1.00132)
H (-1.59981, -5.81330, -3.01574)
H (-1.57662, -3.99653, -3.47380)
H (-0.55373, -5.23049, -0.68863)
H (-0.49504, -3.44098, -1.12930)
H (1.85003, -4.57399, -1.42482)
H (1.08075, -5.67831, -2.78373)
H (4.59505, -4.20968, -4.30931)
H (4.14257, -2.54613, -3.64890)
H (4.12775, -4.06452, -2.48651)
H (-1.69912, -1.14853, -4.44969)
C (-1.51018, 3.81652, 6.42675)
O (-1.14561, 2.87474, 7.10783)
N (-1.85961, 5.04589, 6.90124)
C (-2.28414, 6.11795, 6.02337)
C (-1.80466, 5.28801, 8.32975)
H (-1.58694, 3.73774, 5.33300)
H (-1.60379, 6.96558, 6.14044)
H (-3.29737, 6.42350, 6.29751)
H (-2.27774, 5.79601, 4.98043)
H (-0.78337, 5.12293, 8.68172)
H (-2.46799, 4.58376, 8.83795)
H (-2.11064, 6.30990, 8.55703)

Results
Total charge ... 0
Orbital gap ... 7.229 eV
Lowest unoccupied orbital energy ... -0.708 eV
Highest occupied orbital energy ... -7.94 eV